(1)
{
  "formula": "C3H3FP2",
  "method": "ωB97M-V/def2-TZVPD",
  "smiles": "FC1=PCP=C1",
  "homo_energy_ev": -8.6318,
  "homo_lumo_gap_ev": 7.678,
  "max_force_ev_per_a": 4.40,
  "lumo_energy_ev": -0.95,
  "symbols": ["F", "C", "P", "C", "P", "C", "H", "H", "H"],
  "positions_angstrom": [[2.547, -0.727, 0.076], [1.237, -0.264, 0.096], [0.943, 1.398, 0.142], [-1.259, 0.929, -0.015], [-1.372, -0.892, 0.083], [0.236, -1.273, 0.015], [-1.411, 1.430, -0.994], [-1.434, 1.665, 0.761], [0.514, -2.267, -0.164]]
}

(2)
{
  "formula": "C2H5NOS",
  "method": "ωB97M-V/def2-TZVPD",
  "homo_energy_ev": -9.0641,
  "homo_lumo_gap_ev": 9.525,
  "max_force_ev_per_a": 6.11,
  "lumo_energy_ev": 0.46,
  "symbols": ["C", "C", "H", "H", "H", "H", "H", "N", "O", "S"],
  "positions_angstrom": [[1.745, 0.327, 0.032], [-0.784, 0.031, 0.014], [2.169, 0.341, 1.452], [2.888, -0.020, -1.093], [1.041, 1.584, -0.231], [-2.948, -0.191, 0.042], [-2.100, -1.488, -0.466], [-2.026, -0.560, 0.109], [-0.583, 1.157, 0.056], [0.595, -1.181, 0.084]]
}

(3)
{
  "formula": "C36H55InN8O3S2",
  "method": "ωB97M-V/def2-TZVPD",
  "total_charge": 2,
  "homo_energy_ev": -12.6556,
  "homo_lumo_gap_ev": 6.936,
  "max_force_ev_per_a": 0.22,
  "lumo_energy_ev": -5.72,
  "symbols": ["In", "C", "C", "N", "C", "C", "N", "C", "C", "N", "C", "C", "N", "C", "C", "C", "C", "C", "C", "C", "N", "H", "H", "H", "H", "H", "H", "H", "H", "H", "H", "H", "H", "H", "H", "H", "H", "H", "H", "H", "H", "H", "H", "H", "C", "C", "C", "C", "N", "C", "S", "N", "C", "C", "C", "C", "H", "H", "H", "H", "H", "H", "H", "H", "H", "H", "H", "H", "H", "H", "H", "H", "H", "H", "H", "H", "O", "C", "N", "C", "O", "C", "C", "C", "C", "C", "C", "H", "H", "H", "H", "O", "S", "C", "C", "C", "C", "H", "H", "H", "H", "H", "H", "H", "H"],
  "positions_angstrom": [[0.484, -0.285, 0.688], [-2.104, 1.597, 3.994], [-1.524, 0.848, 2.841], [-0.573, 1.239, 2.098], [0.128, 2.508, 2.271], [1.148, 2.692, 1.147], [1.946, 1.458, 1.049], [3.038, 1.423, 0.056], [2.588, 0.780, -1.252], [2.035, -0.560, -0.987], [1.391, -1.210, -2.139], [0.628, -2.453, -1.682], [-0.236, -2.095, -0.567], [-1.102, -2.886, -0.079], [-1.338, -4.268, -0.590], [-1.897, -2.332, 1.076], [-2.997, -2.950, 1.651], [-3.650, -2.301, 2.690], [-3.205, -1.061, 3.127], [-2.100, -0.503, 2.499], [-1.488, -1.147, 1.514], [-1.579, 2.529, 4.179], [-2.046, 0.986, 4.897], [-3.159, 1.819, 3.815], [0.642, 2.490, 3.236], [-0.571, 3.347, 2.271], [1.777, 3.556, 1.375], [0.659, 2.869, 0.187], [2.311, 1.246, 1.976], [3.857, 0.846, 0.490], [3.418, 2.427, -0.147], [3.432, 0.740, -1.945], [1.804, 1.391, -1.705], [2.754, -1.179, -0.614], [2.122, -1.488, -2.902], [0.709, -0.480, -2.577], [1.325, -3.224, -1.345], [0.049, -2.854, -2.516], [-1.821, -4.233, -1.569], [-1.954, -4.866, 0.074], [-0.379, -4.772, -0.713], [-3.350, -3.910, 1.304], [-4.510, -2.762, 3.158], [-3.708, -0.549, 3.934], [5.117, 6.577, -1.908], [4.397, 5.277, -1.566], [2.923, 5.463, -1.214], [2.080, 6.094, -2.320], [2.210, 5.418, -3.606], [1.621, 4.260, -3.942], [0.570, 3.445, -2.890], [1.894, 3.805, -5.175], [1.444, 2.536, -5.732], [2.190, 1.309, -5.213], [3.674, 1.219, -5.568], [4.583, 2.199, -4.826], [6.180, 6.404, -2.071], [5.018, 7.305, -1.100], [4.723, 7.040, -2.815], [4.899, 4.803, -0.719], [4.484, 4.574, -2.401], [2.830, 6.098, -0.327], [2.476, 4.496, -0.970], [2.375, 7.130, -2.486], [1.029, 6.092, -2.037], [2.850, 5.828, -4.269], [2.494, 4.366, -5.758], [1.567, 2.614, -6.813], [0.377, 2.435, -5.529], [1.674, 0.437, -5.628], [2.066, 1.266, -4.128], [3.804, 1.339, -6.648], [4.009, 0.203, -5.344], [4.469, 3.224, -5.177], [5.631, 1.930, -4.956], [4.367, 2.198, -3.753], [1.673, 0.173, 3.804], [1.935, -0.948, 3.403], [1.607, -1.412, 2.140], [2.111, -2.691, 1.964], [2.020, -3.321, 0.927], [2.744, -3.113, 3.247], [3.365, -4.289, 3.607], [3.877, -4.365, 4.901], [3.768, -3.296, 5.785], [3.142, -2.109, 5.408], [2.634, -2.047, 4.129], [3.454, -5.114, 2.914], [4.372, -5.271, 5.227], [4.179, -3.389, 6.781], [3.059, -1.272, 6.089], [-0.601, 0.938, -0.855], [-2.067, 0.678, -1.241], [-2.161, 1.166, -2.989], [-3.064, 2.396, -3.082], [-2.877, 3.173, -1.782], [-2.988, 2.130, -0.678], [-2.496, 0.315, -3.578], [-1.124, 1.416, -3.233], [-4.107, 2.095, -3.198], [-2.790, 2.990, -3.954], [-3.631, 3.949, -1.659], [-1.894, 3.645, -1.762], [-4.016, 1.792, -0.532], [-2.562, 2.412, 0.285]]
}

(4)
{
  "formula": "C5H7Cl3",
  "method": "ωB97M-V/def2-TZVPD",
  "homo_energy_ev": [-7.4315, -8.1399],
  "homo_lumo_gap_ev": [6.859, 8.415],
  "max_force_ev_per_a": 4.17,
  "lumo_energy_ev": [-0.57, 0.28],
  "symbols": ["C", "C", "C", "C", "C", "Cl", "Cl", "Cl", "H", "H", "H", "H", "H", "H", "H"],
  "positions_angstrom": [[1.989, 0.388, -0.871], [0.798, 0.949, -1.332], [-1.082, -0.763, 1.783], [-0.214, 1.465, -0.595], [-0.798, -1.383, 0.438], [0.652, 0.727, -3.068], [-2.112, -1.692, -0.530], [0.695, -1.812, 0.046], [2.578, -0.385, -1.356], [2.156, 0.521, 0.162], [-0.249, -0.868, 2.416], [-1.140, 0.254, 1.551], [-2.012, -1.162, 2.172], [-0.218, 1.784, 0.403], [-1.042, 1.977, -1.220]]
}